{
  "formula": "C50H50HoNO6PS2",
  "method": "ωB97M-V with the def2-TZVPD basis set",
  "total_charge": 1,
  "lumo_ev": [-2.81, -2.81],
  "spin_multiplicity": 5,
  "e_above_lowest_ev": 2.2709,
  "e_homo_ha": [-0.4084, -0.4083],
  "symbols": ["Ho", "S", "S", "P", "O", "O", "O", "O", "O", "O", "N", "C", "C", "C", "C", "C", "C", "C", "C", "C", "C", "C", "C", "C", "C", "C", "C", "C", "C", "C", "C", "C", "C", "C", "C", "C", "C", "C", "C", "C", "C", "C", "C", "C", "C", "C", "C", "C", "C", "C", "C", "C", "C", "C", "C", "C", "C", "C", "C", "C", "C", "H", "H", "H", "H", "H", "H", "H", "H", "H", "H", "H", "H", "H", "H", "H", "H", "H", "H", "H", "H", "H", "H", "H", "H", "H", "H", "H", "H", "H", "H", "H", "H", "H", "H", "H", "H", "H", "H", "H", "H", "H", "H", "H", "H", "H", "H", "H", "H", "H", "H"],
  "xyz": [[0.14116, -1.23793, -1.46886], [-2.09646, 1.08295, 0.59035], [1.83845, 0.81763, 0.30018], [-1.68129, -3.48676, -0.43766], [1.71847, -2.64127, -0.76018], [-0.52464, -0.63606, -3.46249], [1.86653, -4.93969, -0.55967], [1.65407, 0.29028, -1.17280], [-1.24354, 0.08176, -0.14445], [-0.30756, -0.77294, -5.70027], [0.65915, -2.87631, -3.08990], [-2.12647, -4.64780, -2.92912], [2.05471, 2.79823, 3.57158], [1.23519, -4.82112, -4.85913], [3.56568, 0.80256, 0.61283], [-1.27255, 6.24716, 1.77643], [5.60941, 1.80901, 1.31753], [-0.52693, -2.88246, 1.95677], [-0.13363, 6.41342, -0.35161], [1.72183, 3.24435, -1.01179], [0.83116, 2.03738, 3.42803], [-1.66864, 3.56368, -2.50718], [-3.43894, -2.76686, -0.25126], [2.83345, 2.62563, 4.70333], [5.54849, -0.58425, 0.84980], [0.32471, -2.66142, -4.35373], [-0.78653, 0.52607, 4.27993], [-2.24234, 2.51109, -0.43855], [-0.76930, 4.97379, 1.95280], [-2.42509, -6.23008, -0.93140], [-1.55576, 0.65272, 3.15886], [-3.03425, 4.70688, -0.88599], [0.46310, 1.14743, 4.45421], [-1.23970, -4.08369, 1.26576], [-1.70253, -5.01397, -1.49136], [4.26921, 1.94258, 0.97225], [2.45326, 1.64333, 5.64290], [1.31020, 0.98374, 5.56840], [1.19168, 4.49697, -1.18431], [0.51183, 3.03114, 1.08724], [-2.96516, 3.64306, -0.00977], [-4.59865, -3.75502, -0.11030], [1.64141, -3.90974, -1.15712], [7.67646, 0.38500, 1.54560], [0.01768, 2.20665, 2.22017], [-2.39861, -4.55392, 2.16126], [-2.16121, 5.92682, -2.90162], [1.37913, 2.51696, 0.16737], [4.17924, -0.44293, 0.52647], [-1.14193, 1.46793, 2.08525], [-0.22563, -1.22411, -4.60104], [0.34405, 5.10736, -0.22399], [-0.94522, 6.96229, 0.61061], [6.24845, 0.55685, 1.20411], [-1.64584, 2.41341, -1.70222], [0.03207, 4.40477, 0.94771], [1.28277, -3.96559, -2.61447], [-3.70783, -1.72470, -1.30571], [1.53741, -5.01483, -3.49211], [0.66675, -3.60323, -5.29017], [-2.33852, 4.69119, -2.09957], [-4.84296, -4.24680, -1.05457], [0.39449, -3.46598, -6.35098], [-0.26275, -3.26863, 2.94849], [-0.99494, 4.43757, 2.84802], [1.47606, -5.61076, -5.56596], [-5.48397, -3.17081, 0.25249], [2.33569, 3.53467, 2.78617], [2.40137, 2.87733, -1.78838], [-2.13539, 6.80866, -2.27765], [-2.84339, -1.12864, -1.62761], [-4.14171, -2.20574, -2.20142], [0.15667, 6.98569, -1.24288], [1.96565, -5.95980, -3.14842], [0.44654, -2.71879, 1.37845], [3.04295, 1.49521, 6.55307], [-2.95245, 6.06868, -3.61367], [3.62891, -1.32853, 0.28244], [-1.33394, 7.95375, 0.45068], [8.03308, -0.58281, 1.13855], [-3.52186, -6.12985, -0.75659], [-3.32372, -2.33599, 0.76245], [-1.18265, -2.01466, 1.94125], [-4.39750, -4.51984, 0.63174], [-1.73064, -3.72787, -3.35485], [7.73618, 0.38611, 2.61621], [3.77143, 3.16840, 4.86105], [-1.19733, 1.54785, -2.12692], [-2.29431, -7.03354, -1.63725], [-4.49303, -1.03774, -0.96729], [-1.96619, -6.48065, -0.00130], [-0.52555, -4.87429, 1.10250], [-3.03791, -3.69032, 2.37392], [6.16463, 2.64033, 1.66582], [6.14351, -1.51543, 0.75916], [-0.58684, -5.18163, -1.49579], [-3.20676, -4.60756, -3.06860], [-3.38463, 3.66937, 0.99328], [-1.17159, -0.16234, 5.01682], [-1.16198, 3.44982, -3.46092], [-1.97082, -4.95193, 3.09673], [-2.52615, 0.13547, 3.03567], [1.02661, 0.25920, 6.31825], [3.79639, 2.93241, 0.97952], [-1.74169, -5.47152, -3.53806], [-2.00258, 6.58085, 2.49912], [-1.19091, 5.89125, -3.44783], [8.26484, 1.10063, 1.04926], [-3.53508, 5.62612, -0.58713], [1.44818, 4.98052, -2.12645], [-2.99438, -5.34278, 1.64148]],
  "forces_ev_per_a": [[-0.56, -0.55, -0.14], [-0.84, -0.06, 1.13], [-0.54, -0.67, -1.03], [-0.98, 0.11, -0.06], [-0.36, -1.49, 0.38], [0.09, -0.05, -0.12], [-0.10, 0.50, 0.36], [0.68, 0.94, 1.36], [0.62, -0.18, -0.45], [-0.10, 0.27, -0.87], [0.35, 0.20, 1.05], [0.13, -0.86, -0.04], [0.07, 0.19, 0.22], [-0.04, 0.66, 0.81], [0.35, -0.05, -0.39], [-0.04, -0.99, -0.15], [-0.59, -1.33, -0.57], [1.37, -1.60, -1.17], [-0.04, 0.72, -0.41], [0.05, 0.77, -0.01], [0.56, 1.32, -1.24], [-0.14, -1.77, 0.36], [1.18, -0.90, 0.82], [-0.10, -0.06, -1.12], [-0.94, 0.51, -0.80], [0.66, 0.49, 0.27], [-0.76, -1.03, 0.20], [0.73, -0.10, -0.49], [-0.07, 1.04, -0.60], [-0.64, 0.46, -0.33], [-0.63, -0.05, -0.26], [0.13, 0.27, 0.26], [-0.69, 0.56, -0.95], [-0.50, 1.19, 0.07], [0.46, 1.41, -0.03], [0.41, 0.50, 0.25], [1.81, 1.22, 1.41], [-1.79, -1.47, -0.38], [0.55, -0.81, -0.54], [-0.22, 0.95, 0.18], [0.50, -0.83, -0.43], [-0.60, 0.61, 0.16], [0.59, 1.15, -0.07], [-0.25, -1.51, -0.53], [0.51, -0.76, 0.63], [0.20, -0.56, -0.71], [0.77, 0.38, -0.49], [0.09, 0.25, -0.63], [1.16, -0.49, 0.74], [0.49, 0.26, 0.02], [-0.06, -0.91, 1.33], [0.48, -0.06, 0.17], [0.07, 0.04, -0.11], [-0.51, 0.29, 0.20], [-0.87, 1.76, 0.34], [0.38, -1.75, 0.46], [-0.69, -0.04, -1.84], [-0.75, 0.28, -0.70], [-0.02, -0.13, -0.62], [-0.32, -1.31, -1.27], [0.31, 0.31, 0.13], [-0.06, 0.14, 0.04], [0.35, 0.08, 0.68], [-0.06, 0.76, 0.10], [-0.12, -0.38, 0.36], [-0.13, 0.20, 0.04], [0.49, -0.57, -0.45], [-0.25, -0.64, 0.76], [-0.36, -0.26, 0.51], [-0.08, 0.23, 0.23], [-0.24, -0.20, 0.17], [0.37, 0.14, 0.22], [-0.24, -0.19, 0.43], [-0.07, 0.44, -0.01], [-1.24, 0.22, 0.91], [0.10, 0.10, -0.48], [-0.40, 0.04, -0.50], [-0.47, -0.29, -0.29], [-0.08, 0.21, 0.09], [-0.18, 0.39, 0.54], [0.86, 0.25, -0.28], [-0.03, 0.39, -0.46], [0.19, 0.18, 0.34], [-0.10, 0.04, -0.06], [0.14, 0.06, 0.37], [0.68, 0.16, 0.56], [-0.48, -0.10, -0.20], [0.36, -0.70, 0.18], [0.07, -0.56, -0.14], [0.16, 0.06, 0.02], [0.25, -0.53, 0.66], [0.38, -0.38, 0.01], [-0.05, -0.32, 0.20], [0.47, 0.78, 0.12], [-0.99, 0.49, 0.05], [-1.08, -0.39, -0.09], [-0.08, -0.10, 0.22], [-0.08, 0.08, -0.23], [0.15, 0.01, 0.38], [-0.08, 0.53, 0.00], [-0.36, 0.13, -0.28], [0.73, 0.16, 0.37], [-0.03, 0.03, 0.14], [0.15, -0.51, 0.08], [-0.23, 0.12, -0.32], [0.18, 0.52, 0.05], [-0.73, 0.01, 0.24], [0.93, 1.28, -0.10], [0.03, -0.20, -0.03], [-0.19, 0.30, 0.33], [0.46, 0.54, 0.78]],
  "lowdin_charge": [1.48, 1.08, 1.12, 1.06, -0.23, -0.21, 0.09, -0.59, -0.65, 0.12, 0.02, -0.10, 0.00, 0.00, -0.37, -0.04, -0.01, -0.12, -0.04, -0.04, -0.08, -0.02, -0.52, -0.04, 0.00, -0.18, 0.00, -0.36, -0.01, -0.09, -0.09, -0.03, -0.15, -0.53, -0.52, -0.06, -0.08, -0.03, 0.00, -0.14, -0.06, -0.11, -0.60, -0.04, -0.15, -0.11, -0.04, -0.33, -0.03, -0.28, -0.56, -0.17, -0.06, -0.27, -0.04, -0.10, -0.20, -0.13, 0.03, 0.02, -0.28, 0.07, 0.14, 0.08, 0.12, 0.12, 0.10, 0.12, 0.14, 0.07, 0.03, 0.09, 0.13, 0.13, 0.08, 0.12, 0.08, 0.09, 0.11, 0.09, 0.08, 0.09, 0.05, 0.04, 0.05, 0.09, 0.12, 0.08, 0.08, 0.09, 0.06, 0.10, 0.07, 0.11, 0.13, 0.09, 0.08, 0.12, 0.12, 0.13, 0.09, 0.12, 0.13, 0.11, 0.08, 0.11, 0.10, 0.07, 0.13, 0.13, 0.06]
}